Below is a molecular structure, C30H51N4ORuS3Sb at a distorted geometry, with properties calculated with the ωB97M-V functional and the def2-TZVPD basis.

Structure (XYZ):
```
91
Properties=species:S:1:pos:R:3:forces:R:3
Ru -0.83977 0.11275 0.93896 -2.93 0.82 -3.65
C -2.65015 1.37201 2.68715 -1.17 0.48 0.82
N -1.48647 0.53050 2.97438 -1.85 0.74 1.15
C -1.74918 -0.81899 3.54475 0.01 -0.19 0.02
C -0.64218 -1.82340 3.13980 -0.54 -0.87 1.73
N -0.60516 -1.96348 1.66620 -1.55 -3.61 -1.76
C 0.67626 -2.28649 1.05596 0.03 -6.98 6.98
C -1.62548 -2.85848 1.20050 -0.83 -1.98 -0.42
C -1.56225 -4.23853 1.46301 -0.19 0.40 -0.16
C -2.55355 -5.11691 1.02657 0.21 0.06 0.11
C -3.64355 -4.62612 0.31628 0.05 0.51 -0.08
C -3.73976 -3.26377 0.05223 0.05 -0.86 0.12
C -2.74352 -2.37827 0.49162 0.04 0.66 0.37
S -2.95937 -0.69594 0.15335 -0.53 -1.32 10.53
C -0.51421 1.26133 3.75696 0.72 0.55 0.96
C -0.82253 1.72091 5.05041 0.20 -0.09 -0.40
C 0.10485 2.41555 5.82512 -0.43 -0.12 -0.09
C 1.37964 2.66413 5.32019 0.31 -0.18 -0.45
C 1.71990 2.21310 4.04868 -0.49 0.21 0.84
C 0.79151 1.51506 3.26823 0.54 1.19 0.23
S 1.29746 0.95148 1.70661 0.68 3.53 1.76
H -2.94042 2.01595 3.52767 0.18 0.00 0.16
H -3.54414 0.78458 2.47045 0.31 -0.19 -0.28
H -2.44157 2.02476 1.83546 -0.01 -0.12 0.14
H -2.72318 -1.19008 3.21036 0.13 0.19 -0.35
H -1.81776 -0.79407 4.64001 0.22 0.11 -0.02
H -0.82122 -2.78542 3.64156 -0.52 -0.17 -0.38
H 0.32037 -1.48769 3.52619 -0.36 -0.64 0.37
H 0.85869 -3.36559 0.94524 -0.43 -0.30 -0.20
H 1.51940 -1.93116 1.64797 -0.40 -0.82 0.48
H 0.72015 -1.83489 0.01969 -5.06 -8.67 -2.15
H -0.71995 -4.63113 2.02283 0.02 0.03 0.01
H -2.47030 -6.17529 1.24206 0.02 0.01 0.01
H -4.42263 -5.29394 -0.03177 0.01 -0.03 0.01
H -4.59465 -2.88191 -0.49620 0.11 0.10 0.09
H -1.80913 1.52716 5.45833 -0.03 0.01 0.00
H -0.16918 2.75871 6.81549 -0.04 0.00 -0.02
H 2.11181 3.20348 5.90950 -0.01 -0.02 0.06
H 2.71508 2.40257 3.65938 -0.11 -0.07 -0.12
O 0.31949 -0.37789 2.16180 7.20 2.92 2.78
C 3.55150 -3.47940 -1.84012 -0.61 0.06 -0.06
N 2.67541 -2.31398 -1.83881 0.63 0.22 -0.17
C 1.53355 -2.41745 -2.73471 0.48 0.12 0.51
C 2.68354 -1.42924 -0.74986 1.15 -1.90 -0.62
S 1.25214 -0.79782 -0.06368 5.59 14.68 -6.74
N 3.96249 -1.10825 -0.27376 -0.09 -0.38 -0.10
C 4.17796 -0.57317 1.06274 -0.08 -0.12 -0.62
C 5.04483 -0.83974 -1.21084 -0.33 0.35 0.38
H 2.94072 -4.37931 -1.69899 0.09 -0.24 -0.06
H 4.28686 -3.45028 -1.03584 -0.12 0.25 -0.09
H 4.06200 -3.53795 -2.80583 0.11 -0.20 0.04
H 1.87549 -2.78150 -3.70767 -0.04 -0.06 0.06
H 1.06414 -1.44299 -2.87990 0.02 -0.13 0.12
H 0.80423 -3.12022 -2.31627 -0.29 -0.04 -0.20
H 3.48012 -1.01467 1.77603 0.01 0.14 -0.11
H 4.04957 0.51330 1.04541 0.03 0.02 0.36
H 5.19512 -0.81709 1.38461 0.02 0.01 -0.05
H 4.77826 -1.08309 -2.23966 -0.14 -0.12 0.21
H 5.92423 -1.41674 -0.91037 0.13 0.08 -0.13
H 5.28464 0.22924 -1.17465 0.22 0.06 -0.08
C -1.81878 4.10818 -3.34477 -0.31 0.16 -0.08
C -1.89043 3.52292 -1.93165 -0.02 0.17 -0.58
C -1.37228 4.54952 -0.92538 -0.04 -0.18 0.30
Sb -0.85567 1.60359 -1.55224 -0.16 -0.29 0.39
C 1.18744 1.75380 -2.34428 0.17 0.21 -0.34
C 1.34601 2.51119 -3.65861 0.10 -0.15 -0.18
C 2.06835 2.38623 -1.26653 -0.06 -0.18 0.17
C -1.88307 0.16904 -2.87952 -0.37 0.11 -0.50
C -2.15024 0.64246 -4.30575 0.48 -0.05 -0.31
C -3.19419 -0.21551 -2.21601 -0.05 0.92 -3.90
H -2.45520 5.01211 -3.40189 0.19 -0.20 -0.02
H -2.18168 3.40909 -4.10530 0.16 0.15 0.11
H -0.80190 4.41895 -3.61059 -0.18 -0.11 0.05
H -2.95375 3.32156 -1.70078 0.41 -0.17 -0.04
H -0.30520 4.76488 -1.11103 -0.37 0.02 0.17
H -1.48479 4.16152 0.10241 0.20 0.26 -0.31
H -1.94623 5.49167 -1.00568 0.25 -0.26 0.02
H 1.52631 0.71232 -2.49197 -0.34 0.29 0.12
H 1.13774 3.58057 -3.51378 -0.04 -0.27 -0.18
H 0.68953 2.09200 -4.43672 0.21 0.35 0.11
H 2.39354 2.43488 -4.00785 -0.31 0.02 0.04
H 1.74485 3.42143 -1.05551 0.22 -0.34 -0.01
H 3.12797 2.39882 -1.58597 -0.32 0.08 0.05
H 1.99685 1.80240 -0.33418 0.16 0.51 -0.45
H -1.23596 -0.72770 -2.91743 0.00 0.37 0.13
H -2.88702 1.45918 -4.30882 0.30 -0.18 -0.06
H -2.58694 -0.18518 -4.89588 0.15 0.26 0.18
H -1.21457 0.95924 -4.79616 -0.36 0.10 -0.14
H -3.85533 0.66834 -2.12296 0.07 -0.31 0.08
H -2.97544 -0.62188 -1.16008 -0.52 0.36 -6.67
H -3.72010 -0.99985 -2.79592 0.08 0.27 0.00
```
Forces are in eV/Å.

⟨S²⟩ = 8.7780
E = -81549.558 eV
molar mass = 802.8 g/mol
LUMO (spin up / spin down) = 2.6 / 2.5 eV
net charge = -1
multiplicity = 6